*i*
Formula: C5H8N2
Source: the Open Molecules 2025 dataset
Level of theory: ωB97M-V/def2-TZVPD

Calculated values
Kohn-Sham gap (hartree): 0.3185
Charge: 0
Structure (SMILES): Cc1c[nH]c(N)c1
HOMO level (eV): -7.629

Cartesian coordinates (Å):
C: 0.276 0.709 0.550
H: -1.899 -2.480 -0.648
C: 0.182 2.119 1.047
C: -0.370 -1.205 -0.461
H: 1.562 -1.683 -1.134
C: -0.831 -0.160 0.302
N: -1.013 -2.289 -1.102
H: 2.403 0.468 -0.078
H: 1.111 2.476 1.500
H: -1.851 -0.017 0.640
H: -1.229 -2.033 -2.063
H: -0.030 2.769 0.189
C: 1.378 0.128 -0.022
H: -0.629 2.261 1.767
N: 0.975 -1.037 -0.633

Mulliken atomic charge list, values in e, 5 entries: atom 1 (C): 0.83, atom 2 (H): 0.28, atom 3 (C): -1.23, atom 4 (C): 0.14, atom 5 (H): 0.21

---

*ii*
Formula: C5H8N2
Source: the Open Molecules 2025 dataset
Level of theory: ωB97M-V/def2-TZVPD

Calculated values
Kohn-Sham gap (hartree): 0.2929
Charge: 0
Structure (SMILES): CN1C=C=CN1C
HOMO level (eV): -7.489

Cartesian coordinates (Å):
C: 0.151 1.054 -1.580
H: 0.041 2.022 -1.083
H: -0.937 0.854 1.442
N: 0.622 -0.194 0.507
N: -0.104 -0.037 -0.659
H: -0.586 0.984 -2.384
C: -0.482 -2.236 0.028
C: 0.377 -1.538 0.846
H: 1.153 0.984 -2.018
C: -0.726 -1.205 -0.910
H: -1.347 -1.230 -1.804
H: 0.223 0.133 2.550
H: 0.889 -1.838 1.759
H: 0.686 1.608 1.675
C: 0.132 0.674 1.604

Mulliken atomic charge list, values in e, 5 entries: atom 1 (C): -0.78, atom 2 (H): 0.27, atom 3 (H): 0.31, atom 4 (N): -0.14, atom 5 (N): 0.26

---

*iii*
Formula: C5H8N2
Source: the Open Molecules 2025 dataset
Level of theory: ωB97M-V/def2-TZVPD

Calculated values
Kohn-Sham gap (hartree): 0.3793
Charge: 0
Structure (SMILES): [H]/N=C\C.C#C.C#N
HOMO level (eV): -9.320

Cartesian coordinates (Å):
H: -0.596 -2.215 1.496
C: 1.190 0.428 -1.804
H: 3.048 0.729 1.264
C: -1.929 -0.043 0.809
H: 0.879 1.470 -3.772
H: -0.413 -0.424 -0.801
C: 1.017 0.944 -2.871
H: -2.887 -0.431 0.464
N: -0.267 -1.888 0.588
N: 0.893 0.627 1.625
C: -0.815 -0.829 0.198
H: 1.626 0.083 -0.855
H: -1.887 -0.079 1.898
C: 1.987 0.627 1.260
H: -1.846 1.001 0.501

Mulliken atomic charge list, values in e, 5 entries: atom 1 (H): 0.23, atom 2 (C): -0.60, atom 3 (H): 0.33, atom 4 (C): -1.11, atom 5 (H): 0.42

---

Most stable to least stable: *i*, *ii*, *iii*

---

*i*
Formula: C5H8N2
Source: the Open Molecules 2025 dataset
Level of theory: ωB97M-V/def2-TZVPD

Calculated values
Kohn-Sham gap (hartree): 0.3698
Charge: 0
Structure (SMILES): C[C@H]1CN1CC#N
HOMO level (eV): -9.215

Cartesian coordinates (Å):
H: 1.392 -0.092 1.606
H: 1.924 -0.558 -0.941
C: -0.642 1.462 -0.078
H: -1.004 -1.432 -1.144
H: 1.803 -1.734 1.210
C: -1.660 1.004 0.898
C: 1.046 -0.966 1.032
H: 0.067 2.127 0.422
H: 0.102 -1.286 1.479
H: -0.227 -0.587 -2.541
C: -0.239 -0.716 -1.445
N: -2.487 0.709 1.651
C: 0.956 -0.567 -0.446
H: -1.153 2.067 -0.832
N: 0.106 0.503 -0.809

Mulliken atomic charge list, values in e, 5 entries: atom 1 (H): 0.26, atom 2 (H): 0.29, atom 3 (C): -0.49, atom 4 (H): 0.24, atom 5 (H): 0.36

---

*ii*
Formula: C5H8N2
Source: the Open Molecules 2025 dataset
Level of theory: ωB97M-V/def2-TZVPD

Calculated values
Kohn-Sham gap (hartree): 0.3557
Charge: 0
Structure (SMILES): C1=NN[C@@H]2C[C@H]2C1
HOMO level (eV): -8.597

Cartesian coordinates (Å):
N: -0.836 -1.201 -0.820
C: 0.425 -1.265 -0.821
H: 1.834 -0.841 0.786
H: 0.883 -2.281 -1.116
H: -0.497 2.572 0.739
C: 0.759 0.842 0.144
C: 1.530 -0.375 -0.191
H: 2.397 -0.375 -0.947
H: 0.310 1.645 2.093
H: -2.451 -0.236 -0.064
H: -0.498 -0.344 1.590
N: -1.398 -0.073 -0.299
C: -0.549 0.348 0.694
C: 0.045 1.701 1.090
H: 0.401 1.275 -0.748

Mulliken atomic charge list, values in e, 5 entries: atom 1 (N): -0.61, atom 2 (C): 0.03, atom 3 (H): 0.24, atom 4 (H): 0.30, atom 5 (H): 0.27

---

*iii*
Formula: C5H8N2
Source: the Open Molecules 2025 dataset
Level of theory: ωB97M-V/def2-TZVPD

Calculated values
Kohn-Sham gap (hartree): 0.3476
Charge: 0
Structure (SMILES): NNC1C=CC=C1
HOMO level (eV): -8.514

Cartesian coordinates (Å):
H: 1.562 0.435 1.048
C: 0.449 0.353 0.868
H: -0.159 1.578 2.363
H: -2.406 -0.324 -0.614
N: 0.349 -0.161 -1.607
C: -0.265 -0.403 -0.220
N: 1.579 -0.645 -1.840
H: 1.665 -1.647 -1.954
C: -1.693 -0.016 0.050
H: 2.305 -0.330 -1.099
H: 0.382 0.922 -1.613
C: -0.429 0.900 1.657
H: -2.662 0.947 1.743
H: -0.346 -1.426 0.166
C: -1.765 0.711 1.160

Mulliken atomic charge list, values in e, 5 entries: atom 1 (H): 0.20, atom 2 (C): -0.50, atom 3 (H): 0.49, atom 4 (H): 0.52, atom 5 (N): -0.26

---

Most stable to least stable: *i*, *iii*, *ii*